[1]
Molecular formula: C28H42Br2ClF12NO5S
Method: DFT, ωB97M-V/def2-TZVPD

Element x y z (Å)
1 C 0.85920 -0.61620 4.49243
2 C 0.35109 -0.96553 3.46151
3 C -0.23332 -1.03285 2.07502
4 C -1.23272 0.11169 1.77049
5 O -1.18293 1.02680 2.83948
6 O -2.54144 -0.45222 1.73529
7 C -3.09730 -0.73552 3.00354
8 C -4.32517 -1.67095 2.74745
9 C -5.55179 -0.81354 2.32910
10 C -4.06128 -2.68990 1.62427
11 C -5.33483 -3.54434 1.31621
12 C -2.92476 -3.70838 1.98955
13 O -1.15563 0.81234 0.58369
14 C 0.04909 0.92225 -0.13019
15 C 0.94668 2.00911 0.55576
16 C 2.02557 1.36189 1.49426
17 C 3.33118 2.20437 1.54671
18 C 4.56854 1.50480 0.96173
19 C 4.98502 0.23934 1.72693
20 F 4.26699 -0.84288 1.39200
21 F 4.65426 0.45980 3.03072
22 C 6.50097 -0.05872 1.77623
23 F 7.06997 0.97150 2.40497
24 F 6.75569 -1.10552 2.53558
25 S 7.39517 -0.24978 0.13754
26 F 7.50075 -1.84079 0.33660
27 F 6.05320 -0.48584 -0.68074
28 F 7.37892 1.31619 -0.11637
29 F 8.79361 -0.12519 0.92328
30 F 8.21415 -0.40322 -1.21514
31 C -0.34705 1.28104 -1.62016
32 C -0.51542 2.81671 -1.83902
33 C -1.47784 3.58005 -0.87942
34 C -0.76799 4.67017 -0.01844
35 Cl -2.65347 4.56691 -1.90759
36 C -1.69553 0.50876 -1.86538
37 Br -3.29422 1.44223 -2.41017
38 C -1.85744 -0.82376 -1.78637
39 C -3.19525 -1.51120 -2.07418
40 Br -0.46221 -2.05203 -1.29944
41 N 0.57305 0.74335 -2.63855
42 C 0.13859 0.85849 -4.03255
43 C -0.04665 -0.56112 -4.65827
44 C -1.49873 -0.91411 -5.01736
45 O -0.42418 -0.56062 -6.00849
46 C 1.92523 1.02404 -2.53512
47 F 2.30823 2.27953 -2.87132
48 F 2.59891 0.23846 -3.40956
49 F 2.49302 0.76407 -1.36388
50 H 1.49092 -0.25887 5.27604
51 H -0.79443 -1.97319 2.05643
52 H 0.61818 -1.16121 1.40785
53 H -1.83148 1.71726 2.66662
54 H -3.51368 0.14955 3.49986
55 H -2.43104 -1.27527 3.68630
56 H -4.50347 -2.24044 3.66949
57 H -6.49494 -1.35490 2.44540
58 H -5.45339 -0.63238 1.24752
59 H -5.57010 0.16606 2.81509
60 H -3.80644 -2.22531 0.66524
61 H -6.04784 -2.90979 0.77277
62 H -5.78040 -3.96607 2.22081
63 H -5.04704 -4.31701 0.59375
64 H -2.61599 -3.51971 3.02694
65 H -2.06948 -3.65342 1.30939
66 H -3.30554 -4.73574 1.95971
67 H 0.69137 0.04454 -0.20047
68 H 0.29194 2.58710 1.20829
69 H 1.50619 2.60877 -0.16540
70 H 2.19826 0.32332 1.20471
71 H 1.61019 1.39260 2.50678
72 H 3.53641 2.57889 2.55296
73 H 3.18531 3.10714 0.93438
74 H 4.48602 1.29418 -0.10790
75 H 5.40874 2.20403 1.07675
76 H 0.44868 3.33032 -1.76034
77 H -0.86455 3.05631 -2.84846
78 H -2.12696 2.94531 -0.27947
79 H 0.31580 4.52777 0.00090
80 H -0.92518 5.65689 -0.46411
81 H -1.17407 4.72288 0.99600
82 H -4.00125 -1.08632 -1.47600
83 H -3.37893 -1.37395 -3.14686
84 H -3.09876 -2.59116 -1.92885
85 H 0.85233 1.36726 -4.68807
86 H -0.80962 1.37567 -4.19043
87 H 0.58570 -1.36534 -4.27729
88 H -2.18805 -0.07476 -4.98848
89 H -1.74521 -1.90994 -5.36895
90 O -0.21475 -4.21583 -4.19773
91 H 0.54832 -4.69362 -4.53728
92 H 0.15829 -3.57128 -3.58652

DFT total energy = -237491.1775 eV
total charge = 0
LUMO level = 0.18 eV

---

[2]
Molecular formula: C28H42Br2I2O10
Method: DFT, ωB97M-V/def2-TZVPD

Element x y z (Å)
1 C 1.44709 -4.03987 1.66653
2 C -0.01470 -3.54103 1.50528
3 C -0.17533 -2.26153 0.65486
4 C -1.62943 -2.34926 0.05760
5 Br -1.77581 -3.69422 -1.38596
6 C -2.73019 -2.74649 1.07635
7 C -2.72032 -1.94775 2.36599
8 Br -4.45255 -2.29289 0.20120
9 C 0.73506 -2.36093 -0.57542
10 C 1.91617 -1.44797 -0.22129
11 O 3.00595 -1.48452 -0.57804
12 O 1.39651 -0.50122 0.57776
13 C 0.25103 -0.92438 1.35392
14 I -1.03140 0.81392 1.07408
15 C 0.88443 -1.07103 2.76798
16 C 0.96655 0.22080 3.57911
17 C 1.93867 1.24541 3.00061
18 I 1.98927 2.91986 4.37822
19 H 1.53460 -4.46938 2.66052
20 H 1.62609 -4.85278 0.97228
21 H 2.19619 -3.26113 1.61347
22 H -0.57848 -4.36110 1.08165
23 H -0.41186 -3.40357 2.50069
24 H -1.96499 -1.43078 -0.39854
25 H -2.76086 -3.81356 1.22583
26 H -1.74287 -1.86370 2.82980
27 H -3.10764 -0.95120 2.22870
28 H -3.37887 -2.43658 3.07774
29 H 1.17301 -3.32580 -0.77839
30 H 0.35439 -1.84970 -1.45027
31 H 1.90389 -1.36529 2.57083
32 H 0.35701 -1.79862 3.37250
33 H 1.37971 -0.05374 4.54811
34 H 0.00022 0.64774 3.80821
35 H 2.93436 0.82778 3.05427
36 H 1.67976 1.58379 2.01231
37 O -2.11492 -0.06775 -2.00568
38 C -2.24874 0.92299 -2.66956
39 O -3.31801 1.14937 -3.46160
40 C -3.12384 2.37437 -4.20365
41 C -2.10779 3.16898 -3.40009
42 C -1.26298 2.06719 -2.78001
43 H -2.75890 2.11695 -5.20031
44 H -4.07622 2.89010 -4.30206
45 H -1.54447 3.87101 -3.99474
46 H -2.61803 3.72791 -2.61388
47 H -0.44183 1.76329 -3.43330
48 H -0.88187 2.34047 -1.79857
49 O 8.20500 -3.78860 -3.65013
50 C 7.66988 -3.22217 -2.74286
51 O 6.34629 -2.92642 -2.72806
52 C 6.02375 -2.15161 -1.55770
53 C 7.13462 -2.45501 -0.56364
54 C 8.32955 -2.69425 -1.48192
55 H 5.99390 -1.09633 -1.83813
56 H 5.04695 -2.44263 -1.18927
57 H 7.28659 -1.66056 0.16522
58 H 6.90250 -3.37149 -0.01810
59 H 8.85331 -1.76809 -1.72267
60 H 9.02414 -3.42427 -1.07598
61 O -7.37371 1.28672 4.59774
62 C -7.21431 1.13174 3.42256
63 O -6.10359 0.56038 2.89260
64 C -6.15779 0.61241 1.45480
65 C -7.63303 0.75992 1.11744
66 C -8.15495 1.55697 2.30983
67 H -5.56732 1.46819 1.11643
68 H -5.72283 -0.29860 1.04723
69 H -7.80731 1.23540 0.15373
70 H -8.10766 -0.22293 1.09773
71 H -8.05452 2.63277 2.15910
72 H -9.18255 1.30632 2.55755
73 O -0.05060 5.09478 -3.17908
74 C 0.90353 4.88495 -2.48389
75 O 0.88586 5.06294 -1.14313
76 C 2.19706 4.83155 -0.59572
77 C 2.90520 3.95784 -1.61946
78 C 2.27992 4.43203 -2.92923
79 H 2.68906 5.79663 -0.45937
80 H 2.10024 4.34708 0.37344
81 H 3.98910 4.04936 -1.58563
82 H 2.65130 2.90955 -1.45011
83 H 2.80947 5.28668 -3.35254
84 H 2.20583 3.63457 -3.66378

DFT total energy = -206479.3209 eV
total charge = 0
LUMO level = -0.13 eV

---

[3]
Molecular formula: C28H42O21
Method: DFT, ωB97M-V/def2-TZVPD

Element x y z (Å)
1 C -6.83449 -4.49054 7.68168
2 C -6.54929 -2.96766 7.55625
3 C -5.07947 -2.53596 7.49936
4 O -5.10211 -1.55473 6.44161
5 C -6.32051 -1.65398 5.77702
6 O -6.48569 -1.05827 4.69987
7 O -7.15356 -2.54971 6.28580
8 H -6.38350 -4.92172 8.57544
9 H -6.49691 -5.03186 6.79788
10 H -7.89305 -4.62055 7.90674
11 H -7.00988 -2.43186 8.38624
12 H -4.32122 -3.29468 7.30570
13 H -4.85722 -2.05076 8.44977
14 C 5.84262 -0.73763 -9.01333
15 C 6.38858 -1.45699 -7.78906
16 C 7.41602 -0.72455 -6.96283
17 O 6.85497 -0.46899 -5.69947
18 C 5.72056 -1.13256 -5.64650
19 O 5.14144 -1.30929 -4.61820
20 O 5.42048 -1.66579 -6.79853
21 H 4.98602 -1.20210 -9.50181
22 H 6.38272 -0.83654 -9.95492
23 H 5.57733 0.29638 -8.79298
24 H 6.76014 -2.40222 -8.18478
25 H 7.76667 0.13761 -7.53013
26 H 8.32537 -1.28803 -6.75387
27 C 4.44727 2.65438 0.27738
28 C 5.52602 2.48003 -0.79901
29 C 6.04406 3.69814 -1.44071
30 O 7.37686 3.42229 -1.73980
31 C 7.75167 2.38755 -1.12017
32 O 8.86722 1.84963 -1.24107
33 O 6.73729 1.87905 -0.42987
34 H 4.36215 1.62945 0.63844
35 H 3.46664 2.98545 -0.06445
36 H 4.80215 3.29892 1.08158
37 H 5.27586 1.74258 -1.56169
38 H 5.85358 4.45922 -0.68403
39 H 5.39561 3.90799 -2.29134
40 C -3.04475 5.49626 7.61513
41 C -4.01616 4.67045 6.79985
42 C -4.56021 5.23810 5.56408
43 O -4.04787 4.40598 4.50134
44 C -3.30372 3.46460 5.05250
45 O -2.55722 2.68744 4.47201
46 O -3.51487 3.42498 6.39597
47 H -3.48976 6.41425 7.99900
48 H -2.05695 5.71425 7.20915
49 H -2.81906 4.83247 8.44972
50 H -4.84108 4.29593 7.40593
51 H -4.32782 6.29435 5.42828
52 H -5.64911 5.19685 5.59028
53 C -4.84314 2.93431 -2.10248
54 C -4.30775 4.13673 -2.94747
55 C -2.81276 4.22532 -3.32242
56 O -2.61102 3.74562 -4.56838
57 C -3.80752 3.76052 -5.16636
58 O -3.92025 3.52619 -6.33768
59 O -4.81596 3.85458 -4.25629
60 H -4.34904 1.97602 -2.26269
61 H -5.89403 2.71501 -2.29127
62 H -4.73106 3.26315 -1.06933
63 H -4.67163 5.10782 -2.61182
64 H -2.21171 3.66697 -2.60472
65 H -2.53982 5.27752 -3.40291
66 C 2.49446 -5.59761 -1.38841
67 C 3.02274 -5.67708 -2.79953
68 C 4.48060 -5.78673 -3.04130
69 O 4.60078 -7.10027 -3.58595
70 C 3.38886 -7.60321 -3.94925
71 O 3.12190 -8.69113 -4.20721
72 O 2.47158 -6.81039 -3.46145
73 H 2.99320 -4.77436 -0.87694
74 H 2.78988 -6.52852 -0.90444
75 H 1.42104 -5.42968 -1.47604
76 H 2.84203 -4.78138 -3.39380
77 H 5.03696 -5.87198 -2.10786
78 H 4.83428 -4.92687 -3.61020
79 C -3.24687 -1.55510 0.31965
80 C -1.98622 -0.72483 0.67636
81 C -1.08285 -1.36959 1.72838
82 O 0.11830 -1.45416 1.03151
83 C 0.10989 -0.85554 -0.16808
84 O 1.08824 -0.70197 -0.89850
85 O -1.16611 -0.55907 -0.50319
86 H -2.99107 -2.60449 0.17325
87 H -3.68186 -1.12800 -0.58394
88 H -3.97338 -1.51658 1.13132
89 H -2.30766 0.28115 0.94615
90 H -1.52758 -2.30052 2.08008
91 H -1.10907 -0.69956 2.58773

energy relative to the best compared isomer or geometry (same formula, charge and spin) = 117.6 kcal/mol
DFT total energy = -72712.0084 eV
total charge = 0
LUMO level = 0.23 eV

---

[4]
Molecular formula: C28H42O21
Method: DFT, ωB97M-V/def2-TZVPD

Element x y z (Å)
1 C -1.93548 10.19510 4.33675
2 C -2.18809 9.22699 3.14583
3 C -1.55221 7.79532 3.32303
4 O -2.58407 6.89921 3.20610
5 C -3.73879 7.58998 3.00520
6 O -4.80015 7.06800 2.79710
7 O -3.54215 8.91831 3.04346
8 H -0.90072 10.53526 4.37772
9 H -2.30999 9.65366 5.20547
10 H -2.57697 11.06499 4.19584
11 H -1.73566 9.53059 2.20177
12 H -1.10966 7.64599 4.30789
13 H -0.71945 7.55974 2.66039
14 C 7.61091 -1.07308 4.25378
15 C 7.09347 -1.76727 5.54445
16 C 5.94264 -1.01673 6.25619
17 O 4.83352 -1.85725 6.23051
18 C 5.09417 -2.99456 5.66086
19 O 4.29480 -3.91062 5.46942
20 O 6.33721 -2.89399 5.16154
21 H 6.75267 -0.81467 3.63349
22 H 8.27691 -1.64102 3.60417
23 H 8.26519 -0.21143 4.38641
24 H 7.86366 -2.05127 6.26157
25 H 5.60935 -0.06209 5.84916
26 H 6.28176 -0.85219 7.27894
27 C 0.25566 -3.65325 -1.45067
28 C 0.83094 -2.27391 -1.65976
29 C -0.23619 -1.24611 -2.05656
30 O 0.30983 -0.06049 -1.42970
31 C 1.01615 -0.43417 -0.29803
32 O 1.49531 0.34439 0.52777
33 O 1.24278 -1.75651 -0.39968
34 H 1.06305 -4.21887 -0.98559
35 H 0.06135 -4.12421 -2.41428
36 H -0.64641 -3.71286 -0.84172
37 H 1.66193 -2.29450 -2.36484
38 H -1.18004 -1.51984 -1.58505
39 H -0.51477 -1.15928 -3.10678
40 C -0.98780 6.09459 -6.76053
41 C -2.36270 6.48644 -6.27622
42 C -2.52889 6.30583 -4.77659
43 O -3.14687 7.48962 -4.32669
44 C -3.10682 8.36058 -5.35055
45 O -3.71184 9.42839 -5.32507
46 O -2.46390 7.89295 -6.37091
47 H -0.85688 6.41684 -7.79354
48 H -0.81240 5.02114 -6.68944
49 H -0.27479 6.63779 -6.14033
50 H -3.21495 5.95208 -6.69604
51 H -1.57434 6.10391 -4.29062
52 H -3.17407 5.44162 -4.61858
53 C -8.89971 -6.60975 -7.30957
54 C -8.67901 -5.49019 -6.36910
55 C -7.70207 -5.81089 -5.24720
56 O -6.76884 -4.76231 -5.20769
57 C -6.97856 -3.97922 -6.27317
58 O -6.44493 -2.94307 -6.58984
59 O -7.92203 -4.50650 -7.01753
60 H -9.52002 -7.42648 -6.94043
61 H -7.96401 -6.89214 -7.79207
62 H -9.54096 -6.22721 -8.10365
63 H -9.59544 -5.07705 -5.94769
64 H -7.23280 -6.78142 -5.40825
65 H -8.15142 -5.70248 -4.26007
66 C 4.62387 -8.13625 -5.72983
67 C 5.22679 -9.50784 -5.91454
68 C 4.49543 -10.59730 -5.14224
69 O 4.44183 -11.57049 -6.10129
70 C 4.87329 -11.24126 -7.32142
71 O 4.93319 -11.97440 -8.31244
72 O 5.22329 -10.00067 -7.24616
73 H 5.10164 -7.43233 -6.41127
74 H 4.67130 -7.71244 -4.72672
75 H 3.60580 -8.08298 -6.11557
76 H 6.24965 -9.50586 -5.53791
77 H 3.50948 -10.32115 -4.76843
78 H 5.26000 -10.96329 -4.45697
79 C 2.43464 3.43490 11.26267
80 C 1.15935 3.87243 10.64154
81 C 0.46838 2.92965 9.60073
82 O -0.88636 3.11100 9.87751
83 C -1.03329 3.80218 11.02189
84 O -2.10924 4.07280 11.49285
85 O 0.12485 3.99109 11.58786
86 H 2.93648 4.26047 11.76733
87 H 3.14882 3.12997 10.49778
88 H 2.31190 2.55643 11.89617
89 H 1.33303 4.87855 10.25990
90 H 0.85511 1.94017 9.84455
91 H 0.73437 3.21622 8.58327

energy relative to the best compared isomer or geometry (same formula, charge and spin) = 93.1 kcal/mol
DFT total energy = -72713.0710 eV
total charge = 0
LUMO level = 0.27 eV

---

[5]
Molecular formula: C28H42O7
Method: DFT, ωB97M-V/def2-TZVPD

Element x y z (Å)
1 C 3.62379 -2.34623 1.47201
2 C 3.84849 -0.86726 1.72587
3 O 2.91967 -0.36434 2.66625
4 C 3.44673 0.61324 3.54475
5 C 2.34765 0.98306 4.54057
6 O 1.88224 2.31189 4.40376
7 C 1.14941 2.47409 3.20816
8 C 0.46179 3.83509 3.20598
9 O -0.80392 3.77468 2.57336
10 C -0.76093 3.81596 1.16111
11 C -0.59657 2.44383 0.55128
12 C 0.59629 2.09001 -0.06847
13 C 0.79618 0.81118 -0.57640
14 C -0.23356 -0.10958 -0.50140
15 C -1.44221 0.24172 0.10331
16 C -1.61789 1.50134 0.64735
17 C -2.53808 -0.76638 0.12421
18 O -3.41430 -0.76434 0.95943
19 C -2.52024 -1.77635 -0.98091
20 C -3.83052 -2.33897 -1.44398
21 C -4.34073 -1.63038 -2.72537
22 C -4.65494 -2.58704 -3.87830
23 C -5.52715 -1.86142 -4.90797
24 C -3.36288 -3.13175 -4.50462
25 C -1.33999 -2.12775 -1.50920
26 C -0.08004 -1.48610 -1.05721
27 O 1.00191 -2.02406 -1.14006
28 H 4.56493 -2.81651 1.18863
29 H 3.26197 -2.84716 2.36919
30 H 2.90460 -2.50463 0.66763
31 H 4.87672 -0.70509 2.06134
32 H 3.75065 -0.33070 0.77170
33 H 4.33693 0.22349 4.04757
34 H 3.72289 1.51311 2.98037
35 H 1.52132 0.28153 4.38178
36 H 2.68755 0.87160 5.56939
37 H 1.81506 2.37266 2.34308
38 H 0.37139 1.70577 3.12938
39 H 0.29509 4.15122 4.23560
40 H 1.07628 4.60158 2.72035
41 H 0.06095 4.45239 0.81571
42 H -1.70069 4.26504 0.83493
43 H 1.39509 2.81879 -0.14390
44 H 1.73881 0.53466 -1.02858
45 H -2.54040 1.75506 1.15554
46 H -4.55745 -2.22521 -0.64160
47 H -3.69863 -3.40430 -1.63688
48 H -5.22965 -1.03827 -2.49590
49 H -3.59275 -0.91440 -3.07477
50 H -5.21659 -3.43346 -3.47019
51 H -5.14656 -0.84844 -5.06347
52 H -6.55260 -1.76782 -4.54838
53 H -5.53145 -2.37357 -5.86963
54 H -2.56584 -2.38592 -4.47706
55 H -3.51909 -3.38654 -5.55443
56 H -3.01175 -4.04006 -4.01273
57 H -1.26904 -2.89468 -2.27188
58 C -4.66849 1.82995 -1.34099
59 C -5.12529 2.11668 -2.75103
60 O -4.55778 1.64421 -3.70808
61 C -6.34031 2.99709 -2.90558
62 H -3.79409 1.18541 -1.36433
63 H -4.41837 2.75822 -0.82381
64 H -5.46853 1.33616 -0.78545
65 H -6.15423 3.97456 -2.45741
66 H -7.19273 2.54858 -2.39271
67 H -6.57289 3.11891 -3.96048
68 C 8.99448 -1.71246 3.18305
69 C 7.92110 -1.79421 2.12524
70 O 6.80799 -2.19066 2.37863
71 C 8.30513 -1.35390 0.73306
72 H 8.59741 -2.05409 4.13555
73 H 9.84647 -2.33250 2.89960
74 H 9.34497 -0.68367 3.28127
75 H 9.13281 -1.96137 0.36350
76 H 8.63197 -0.31275 0.74722
77 H 7.45249 -1.45843 0.06642

DFT total energy = -44048.2511 eV
total charge = 0
LUMO level = -0.79 eV